P.
ORCA calculation (ωB97M-V/def2-TZVPD) on C3H2N2S in the gas phase.

Each atom is followed by the atoms it is bonded to, with distances in Å.
Positions of all 8 atoms, in Å:
1 C 0.671 0.266 0.319  C2 1.567, C3 1.428, S8 1.644
2 C 0.258 -0.214 -1.114  C1 1.567, H4 1.207, N6 1.235
3 C -0.613 0.223 0.943  C1 1.428, H5 1.125, N7 1.262
4 H 0.905 -0.772 -1.967  C2 1.207
5 H -0.936 0.416 2.003  C3 1.125
6 N -0.961 -0.413 -1.122  C2 1.235, N7 1.422
7 N -1.522 -0.176 0.163  C3 1.262, N6 1.422
8 S 2.197 0.671 0.775  C1 1.644

E_LUMO (eV): -2.472
Highest occupied orbital energy (Eh): -0.354
Structure (SMILES): S=C1C=NN=C1
HOMO-LUMO gap (eV): 7.15

***

Q.
ORCA calculation (ωB97M-V/def2-TZVPD) on 2 unconnected molecules or ions with the total composition C3H2N2S.

Each atom is followed by the atoms it is bonded to, with distances in Å.
Positions of all 8 atoms, in Å:
1 C 0.662 0.751 0.293  C2 1.207, H7 0.997
2 C 0.214 -0.362 0.168  C1 1.207, H8 1.004
3 C 2.896 -1.361 -0.448  N4 1.160, N5 1.281
4 N 2.303 -2.320 -0.724  C3 1.160
5 N 3.603 -0.294 -0.411  C3 1.281, S6 1.543
6 S 3.720 0.972 0.464  N5 1.543
7 H 1.356 1.418 0.557  C1 0.997
8 H -0.382 -1.164 0.064  C2 1.004

E_LUMO (alpha / beta) (eV): -2.649 / -2.675
Highest occupied orbital energy (alpha / beta) (Eh): -0.349 / -0.351
Structure (SMILES): N#CN=S.C#C
HOMO-LUMO gap (alpha / beta) (eV): 6.86 / 6.88

***

Of the structures shown above, Q is the least stable.